(1)
Below is a structure of composition C39H34BrN2NiO7Te, with properties calculated with the ωB97M-V functional and the def2-TZVPD basis.

- expectation value of S² = 2.006
- LUMO energy (alpha / beta) (eV) = 2.193 / 2.021
- E_tot (eV) = -176690.5389
- energy relative to the best compared isomer or geometry (same formula, charge and spin) (eV) = 0.8470
- highest occupied orbital energy (alpha / beta) (eV) = -5.288 / -5.270
- HOMO-LUMO gap (alpha / beta) (eV) = 7.48 / 7.29

```
! RIJCOSX wB97M-V def2-TZVPD def2/J DEFGRID3
* xyz -1 3
Ni 0.498 0.087 1.387
C -2.400 -2.771 2.046
C -1.300 -2.039 2.797
C -1.450 -2.160 4.303
O -1.385 -0.664 2.403
C 0.067 -2.639 2.350
O 0.344 -3.774 2.729
O 0.757 -1.907 1.573
H -3.382 -2.440 2.393
H -2.300 -3.845 2.197
H -2.317 -2.549 0.980
H -2.434 -1.805 4.622
H -0.685 -1.566 4.811
H -1.320 -3.200 4.595
H -1.078 -0.096 3.134
Br 3.809 -1.393 -0.160
C 3.641 -1.254 1.719
C 4.371 -2.129 2.505
C 4.250 -2.009 3.876
C 3.416 -1.035 4.398
C 2.684 -0.251 3.525
N 2.800 -0.351 2.190
C 1.603 0.677 4.081
O 1.735 1.111 5.217
O 0.623 0.888 3.289
H 4.979 -2.893 2.046
H 4.786 -2.686 4.529
H 3.294 -0.879 5.460
C -3.202 2.124 -4.326
C -2.258 1.479 -3.343
C -1.415 0.444 -3.699
C -0.537 -0.175 -2.805
C 0.295 -1.286 -3.329
O 0.552 -1.375 -4.520
C 0.831 -2.305 -2.377
C 0.022 -2.842 -1.381
C 0.520 -3.806 -0.523
C 1.837 -4.227 -0.642
C 2.644 -3.702 -1.641
C 2.137 -2.753 -2.516
C -0.425 0.289 -1.470
O 0.416 -0.213 -0.635
C -1.310 1.366 -1.117
C -2.198 1.915 -2.016
C -1.190 1.793 0.291
N -0.063 2.188 0.775
C 0.914 2.676 -0.193
C 2.295 2.101 0.019
Te 3.691 2.871 -1.413
C 2.317 2.732 -3.020
C 1.728 3.885 -3.532
C 0.767 3.792 -4.530
C 0.387 2.547 -5.016
C 0.975 1.397 -4.510
C 1.940 1.488 -3.516
C -2.357 1.662 1.198
C -3.465 0.894 0.845
C -4.544 0.789 1.706
C -4.527 1.448 2.928
C -3.422 2.210 3.289
C -2.344 2.321 2.428
H -3.099 1.673 -5.313
H -2.998 3.193 -4.421
H -4.242 2.015 -4.011
H -1.416 0.069 -4.717
H -0.994 -2.478 -1.271
H -0.102 -4.206 0.267
H 2.234 -4.944 0.065
H 3.675 -4.022 -1.731
H 2.758 -2.336 -3.299
H -2.849 2.720 -1.684
H 0.958 3.760 -0.042
H 0.587 2.498 -1.221
H 2.290 1.022 -0.107
H 2.687 2.356 1.004
H 2.012 4.853 -3.139
H 0.304 4.691 -4.916
H -0.376 2.472 -5.779
H 0.673 0.424 -4.879
H 2.375 0.586 -3.104
H -3.466 0.356 -0.094
H -5.395 0.180 1.431
H -5.372 1.367 3.600
H -3.398 2.711 4.248
H -1.464 2.886 2.702
*
```

(2)
Below is the ion C6H11N2O with charge +1 in a non-equilibrium geometry, with properties calculated with the ωB97M-V functional and the def2-TZVPD basis.

- SMILES = C[C@]1(N)[NH2+]C=CC=C1O
- LUMO energy (eV) = -3.302
- E_tot (eV) = -11419.6065
- energy relative to the best compared isomer or geometry (same formula, charge and spin) (eV) = 2.5603
- highest occupied orbital energy (eV) = -13.021
- HOMO-LUMO gap (eV) = 9.72

```
! RIJCOSX wB97M-V def2-TZVPD def2/J DEFGRID3
* xyz 1 1
C 1.888 0.738 0.023
C 0.811 1.686 -0.139
C 1.799 -0.567 -0.151
C -0.409 1.176 -0.099
C -0.510 -0.431 -0.031
C -0.647 -0.927 1.403
N -1.560 -0.770 -0.927
N 0.585 -1.056 -0.769
O -1.611 1.739 0.083
H 2.768 1.256 0.374
H 1.007 2.678 -0.396
H 2.586 -1.260 0.152
H -0.032 -0.291 2.016
H -0.304 -1.994 1.324
H -1.680 -0.946 1.708
H -1.518 -0.307 -1.834
H -2.509 -0.545 -0.597
H 0.363 -0.745 -1.722
H 0.634 -2.139 -0.737
H -1.658 2.706 0.318
*
```

(3)
Below is a structure of composition C29H46Cl3FeGeN2SSi3 in a non-equilibrium geometry, with properties calculated with the ωB97M-V functional and the def2-TZVPD basis.

- expectation value of S² = 6.056
- LUMO energy (alpha / beta) (eV) = -3.475 / -3.939
- E_tot (eV) = -196734.2544
- highest occupied orbital energy (alpha / beta) (eV) = -9.536 / -10.869
- HOMO-LUMO gap (alpha / beta) (eV) = 6.06 / 6.93

```
! RIJCOSX wB97M-V def2-TZVPD def2/J DEFGRID3
* xyz 1 5
Fe -0.424 -1.348 -0.728
C 1.266 4.540 -0.098
C 1.150 4.298 -1.610
C 1.199 5.655 -2.316
C 2.358 3.475 -2.083
C -0.127 3.525 -1.921
C -1.132 4.072 -2.732
C -2.281 3.384 -3.059
C -2.442 2.105 -2.559
S -3.756 0.994 -2.797
C -2.934 -0.144 -1.758
N -1.782 0.264 -1.297
C -1.467 1.532 -1.727
C -0.311 2.247 -1.413
C -3.563 -1.432 -1.491
C -4.149 -2.104 -2.567
C -4.791 -3.311 -2.385
C -4.894 -3.847 -1.111
C -4.355 -3.167 -0.036
C -3.676 -1.966 -0.196
H 2.166 5.117 0.106
H 1.331 3.604 0.450
H 0.411 5.105 0.271
H 2.148 6.139 -2.108
H 0.411 6.316 -1.964
H 1.121 5.539 -3.394
H 3.276 4.020 -1.875
H 2.298 3.301 -3.156
H 2.408 2.517 -1.574
H -1.023 5.065 -3.128
H -3.037 3.829 -3.687
H 0.420 1.773 -0.771
H -4.081 -1.676 -3.557
H -5.226 -3.830 -3.225
H -5.405 -4.784 -0.956
H -4.479 -3.561 0.962
Cl -1.176 -4.331 2.307
C -1.174 -5.205 0.689
Cl 0.250 -6.285 0.654
Cl -2.671 -6.145 0.561
C -1.050 -4.217 -0.321
N -0.838 -3.204 -0.870
C 1.075 -0.324 -2.966
Si 1.875 -1.053 -1.367
C 2.235 -2.877 -1.862
C 3.561 -0.194 -1.029
Ge 0.620 -0.868 1.219
Si -0.100 1.196 2.500
C -1.381 2.375 1.699
C 1.400 2.230 3.096
C -0.997 0.432 4.004
Si 2.315 -1.946 2.668
C 3.875 -0.874 2.949
C 1.534 -2.367 4.362
C 2.763 -3.574 1.772
H 1.652 -0.644 -3.828
H 1.041 0.759 -2.979
H 0.055 -0.695 -3.108
H 2.879 -2.896 -2.736
H 1.319 -3.403 -2.118
H 2.734 -3.436 -1.080
H 3.993 0.161 -1.959
H 4.255 -0.907 -0.598
H 3.485 0.648 -0.350
H -0.993 2.939 0.859
H -1.711 3.096 2.443
H -2.264 1.847 1.354
H 2.202 2.279 2.367
H 1.807 1.813 4.011
H 1.088 3.247 3.313
H -1.912 -0.068 3.700
H -1.269 1.201 4.719
H -0.376 -0.292 4.519
H 3.632 0.075 3.415
H 4.392 -0.663 2.019
H 4.574 -1.389 3.603
H 1.635 -1.548 5.067
H 2.027 -3.229 4.802
H 0.480 -2.610 4.269
H 3.626 -3.451 1.128
H 1.931 -3.920 1.166
H 2.999 -4.360 2.481
C -3.122 -1.270 1.005
H -3.702 -1.515 1.892
H -3.113 -0.192 0.871
H -2.084 -1.592 1.180
*
```

(4)
Below is an isolated molecule of C5H10ClNO2 in a non-equilibrium geometry, with properties calculated with the ωB97M-V functional and the def2-TZVPD basis.

- SMILES = C[C@@H]([N+](=O)[O-])C(C)(C)Cl
- LUMO energy (eV) = -0.023
- E_tot (eV) = -23451.3387
- energy relative to the best compared isomer or geometry (same formula, charge and spin) (eV) = 3.6076
- highest occupied orbital energy (eV) = -10.949
- HOMO-LUMO gap (eV) = 10.93

```
! RIJCOSX wB97M-V def2-TZVPD def2/J DEFGRID3
* xyz 0 1
C -0.549 -1.643 -1.237
C 0.339 2.034 0.177
C 0.573 -0.269 1.282
C -0.638 -0.116 -0.971
C 0.559 0.469 0.009
N -1.992 0.264 -0.406
O -2.475 1.271 -0.967
O -2.440 -0.331 0.542
Cl 2.096 0.186 -0.904
H -0.164 -2.187 -0.309
H 0.160 -1.885 -1.992
H -1.540 -1.908 -1.699
H 0.185 2.516 -0.774
H 1.258 2.454 0.854
H -0.572 2.167 0.774
H 0.810 -1.446 1.177
H 1.367 0.035 2.073
H -0.395 -0.187 1.794
H -0.614 0.287 -2.021
*
```

(5)
Below is a cluster of 2 separate species, C2H3ClFN in total in a non-equilibrium geometry, with properties calculated with the ωB97M-V functional and the def2-TZVPD basis.

- LUMO energy (eV) = 0.173
- E_tot (eV) = -18849.2277
- energy relative to the best compared isomer or geometry (same formula, charge and spin) (eV) = 2.4852
- highest occupied orbital energy (eV) = -8.222
- HOMO-LUMO gap (eV) = 8.39

```
! RIJCOSX wB97M-V def2-TZVPD def2/J DEFGRID3
* xyz 0 1
C 1.641 0.408 -0.424
C -0.486 1.345 0.296
N 0.468 0.850 -0.233
F -1.560 1.808 -0.229
Cl -1.707 -2.050 0.590
H 2.436 1.048 -0.699
H 1.922 -0.587 -0.018
H -2.714 -2.822 0.717
*
```

(6)
Below is a structure of composition C42H32BBaBr2N4O4P, with properties calculated with the ωB97M-V functional and the def2-TZVPD basis.

- LUMO energy (eV) = 3.597
- E_tot (eV) = -208975.2007
- energy relative to the best compared isomer or geometry (same formula, charge and spin) (eV) = 0.0000
- highest occupied orbital energy (eV) = -2.186
- HOMO-LUMO gap (eV) = 5.78

```
! RIJCOSX wB97M-V def2-TZVPD def2/J DEFGRID3
* xyz -2 1
Ba 0.435 -0.160 1.513
B 3.324 -1.094 4.309
N 2.087 -0.448 5.007
C 2.005 0.072 6.241
C 0.727 0.566 6.429
C 0.088 0.298 5.211
N 0.912 -0.315 4.368
N 3.930 -0.072 3.299
C 5.089 0.596 3.394
C 5.206 1.433 2.298
C 4.027 1.204 1.576
N 3.268 0.299 2.188
H 2.974 -2.086 3.721
H 4.166 -1.297 5.164
H 2.864 0.044 6.892
H 0.323 1.047 7.304
H -0.922 0.525 4.907
H 5.740 0.422 4.235
H 6.010 2.110 2.065
H 3.668 1.670 0.671
C 0.085 1.561 -6.987
C -0.629 2.498 -6.250
C -0.816 2.312 -4.888
C -0.322 1.184 -4.231
C 0.391 0.253 -4.986
C 0.598 0.442 -6.347
P -0.637 1.083 -2.403
C 0.438 -0.355 -2.020
C 1.756 -0.090 -1.650
C 2.635 -1.131 -1.363
C 2.206 -2.446 -1.455
C 0.897 -2.719 -1.830
C 0.019 -1.683 -2.107
C -2.303 0.313 -2.442
C -3.016 0.037 -3.581
C -4.333 -0.470 -3.493
C -4.912 -0.672 -2.273
C -4.204 -0.387 -1.078
C -4.790 -0.566 0.197
C -4.067 -0.253 1.314
C -2.737 0.217 1.201
C -2.066 0.383 0.004
C -2.869 0.097 -1.147
H 0.243 1.707 -8.049
H -1.031 3.380 -6.734
H -1.357 3.057 -4.313
H 0.790 -0.631 -4.503
H 1.159 -0.295 -6.911
H 2.077 0.938 -1.538
H 3.641 -0.906 -1.030
H 2.873 -3.255 -1.187
H 0.545 -3.744 -1.862
H -1.010 -1.900 -2.370
H -2.584 0.201 -4.561
H -4.878 -0.694 -4.404
H -5.927 -1.054 -2.197
H -5.805 -0.946 0.270
H -4.512 -0.381 2.296
H -2.241 0.442 2.150
Br 0.098 8.976 -0.104
C 0.267 7.114 0.290
C 0.851 6.279 -0.646
C 0.974 4.929 -0.347
C 0.516 4.424 0.863
C -0.075 5.284 1.779
C -0.202 6.638 1.503
C 0.647 2.940 1.174
O 0.103 2.527 2.224
O 1.288 2.248 0.346
H 1.200 6.676 -1.590
H 1.415 4.241 -1.055
H -0.435 4.866 2.710
H -0.660 7.313 2.213
Br 0.762 -7.980 -0.507
C -0.441 -6.699 0.243
C -1.781 -7.027 0.349
C -2.650 -6.088 0.893
C -2.176 -4.857 1.320
C -0.826 -4.546 1.202
C 0.051 -5.473 0.654
C -0.316 -3.174 1.632
O -1.126 -2.430 2.222
O 0.865 -2.892 1.315
H -2.137 -7.991 0.011
H -3.704 -6.323 0.975
H -2.830 -4.105 1.741
H 1.096 -5.214 0.554
*
```